1.
{"formula": "C6H7HgNaO6", "method": "ωB97M-V/def2-TZVPD", "spin_multiplicity": 2, "gap_ha": [0.2891, 0.1709], "total_charge": 1, "e_tot_ev": -27201.7040, "max_force_ha_per_bohr": 0.1402, "symbols": ["Hg", "Na", "O", "O", "O", "O", "O", "O", "C", "C", "C", "C", "C", "C", "H", "H", "H", "H", "H", "H", "H"], "coordinates": [[-3.70468, -0.59269, -5.27803], [3.23095, 1.44973, 2.07652], [2.14992, 1.04995, 0.15287], [0.86424, -0.92733, 0.28045], [1.09925, 0.44426, 2.09093], [-3.26878, -0.48166, -2.54028], [-1.49107, 0.14388, -1.31152], [-1.41207, 0.13119, -3.61213], [0.98148, -1.75249, 1.43544], [1.12366, 0.41078, 0.64808], [-2.10120, -0.10468, -2.62082], [0.11676, 1.40516, 0.01402], [0.60442, -0.80430, 2.56222], [-0.54821, 1.03036, -1.21382], [1.08839, -1.03576, 3.51667], [-1.06768, 1.51872, 0.33561], [0.06116, 1.13244, -2.12358], [0.44569, 2.45138, 0.00461], [2.01509, -2.11610, 1.54272], [0.29997, -2.60395, 1.33492], [-0.48730, -0.74890, 2.70510]], "atomic_forces_ev_per_a": [[0.5896, 0.1543, 1.2185], [-0.1896, -0.0644, -0.3647], [1.6248, -1.5289, 0.9690], [-0.0441, 0.3618, 0.1759], [0.1554, -0.1124, 0.0022], [-0.1920, -0.2134, 0.1139], [0.3586, 1.3507, 1.2828], [0.0551, -0.0558, 0.4021], [0.0305, -0.1956, 0.0714], [0.9065, 1.3090, -0.7156], [-0.1426, 0.1510, -2.1124], [-7.0644, 1.4435, -0.0893], [-0.3533, -0.1742, 0.2553], [3.0368, -2.9284, -1.5467], [-0.1533, -0.0045, -0.1907], [1.8883, -0.0302, 1.4500], [-1.0993, 1.0632, -0.6114], [0.3100, -0.7872, -0.2076], [-0.2275, 0.0628, -0.0681], [0.1897, 0.2089, 0.0087], [0.3207, -0.0102, -0.0433]], "lowdin_spin": [0.74, 0.00, 0.00, 0.00, 0.00, 0.14, 0.02, 0.07, 0.00, 0.00, 0.03, 0.00, 0.00, 0.00, 0.00, 0.00, 0.00, 0.00, 0.00, 0.00, 0.00]}

***

2.
{"formula": "C11H34FN2O5", "method": "ωB97M-V/def2-TZVPD", "gap_ha": 0.3194, "total_charge": -1, "e_tot_ev": -27892.2713, "max_force_ha_per_bohr": 0.0395, "symbols": ["F", "O", "O", "O", "O", "O", "N", "N", "C", "C", "C", "C", "C", "C", "C", "C", "C", "C", "C", "H", "H", "H", "H", "H", "H", "H", "H", "H", "H", "H", "H", "H", "H", "H", "H", "H", "H", "H", "H", "H", "H", "H", "H", "H", "H", "H", "H", "H", "H", "H", "H", "H", "H"], "coordinates": [[-0.73184, -0.51487, 0.55667], [-1.56625, -2.95793, -0.52719], [2.79338, -2.78823, 0.94640], [0.46557, 2.76971, 2.32936], [-2.26498, 0.62862, 2.58459], [-2.35881, 1.26886, -0.69062], [1.57346, -0.86414, -0.99958], [0.95947, 1.98437, -0.42093], [1.85640, -2.29436, -1.24288], [1.72433, -3.10894, 0.03672], [-0.19026, 3.16186, 3.56317], [-1.72513, -2.69595, -1.87925], [0.69599, 3.37854, -0.06410], [3.51094, -3.93496, 1.27222], [3.18688, -2.38455, -1.94786], [-0.21181, 3.39361, 1.20359], [-2.37065, 1.12329, -2.08666], [-0.03652, 3.97003, -1.27066], [-3.51851, 0.05101, 2.50929], [1.57751, -4.17492, -0.13717], [3.38656, -1.73097, -2.79701], [3.71337, -4.51462, 0.37159], [3.84828, -2.12900, -1.12001], [1.35807, 2.10639, -1.34089], [-1.77911, 0.24349, 1.85166], [-4.27490, 0.78467, 2.23050], [-1.19080, 2.72964, 3.57682], [2.99200, -4.71681, 1.82678], [-0.79820, 3.36813, -1.76631], [-0.30638, 4.24157, 3.65716], [-0.38048, 4.45063, 1.40943], [-0.53149, 4.91105, -1.03070], [-3.52371, -0.78708, 1.81238], [-0.87116, -2.09013, -2.18226], [-3.77063, -0.24979, 3.52618], [-1.13258, 2.87823, 0.93034], [0.81806, -2.82234, 0.57022], [-1.66459, -3.63728, -2.42547], [1.67897, 3.78819, 0.16838], [-1.39055, 1.26203, -2.54301], [3.50689, -3.37813, -2.26170], [1.08879, -2.63831, -1.93611], [1.44529, -0.62002, -1.97122], [-1.80468, 0.58954, -0.29937], [-2.69138, -2.19771, -1.95814], [-3.11548, 1.87051, -2.36049], [0.69616, 4.27039, -2.01970], [-1.26456, -2.11433, -0.18232], [0.34019, 2.77612, 4.43376], [0.61767, -0.71940, -0.70699], [0.02846, 1.64086, -0.60877], [-2.78456, 0.19927, -2.49032], [4.38734, -3.77583, 1.90046]], "atomic_forces_ev_per_a": [[-0.9871, -0.0990, -0.4802], [0.1944, -1.0190, 0.6905], [0.0733, -0.7301, 0.0728], [-0.9101, 1.3266, 0.1870], [0.4538, 0.5622, 0.0949], [-0.3507, 0.2076, -0.3721], [0.5854, -0.5387, -1.2694], [0.2684, 0.4332, 0.0694], [-1.3446, 0.0742, -0.4897], [-0.2820, 1.0165, 0.5975], [-0.1907, -0.7229, -0.9717], [0.1356, -0.1613, 0.1624], [-1.1922, -1.4597, 0.6610], [0.0877, -1.1724, -0.0837], [1.2034, -0.4748, 1.1484], [1.7047, -0.2321, -0.3494], [-0.9190, 0.4868, 0.2459], [0.2953, 1.9987, 0.1828], [-0.5622, 0.0924, 0.6400], [0.6200, -0.2272, -0.1480], [-0.5076, 0.3010, 0.1810], [0.8983, 0.1878, -0.3902], [0.6728, 0.3236, -0.3268], [0.4901, -0.7096, -0.3709], [1.2675, -0.1624, -0.5800], [-0.2294, 0.0873, -0.3749], [-0.1437, -0.1107, 0.0257], [-0.9994, 0.2234, 0.5757], [0.2029, -0.4624, 0.4840], [0.2671, 0.2876, -0.1161], [-0.3697, 0.1663, 0.3295], [-0.1994, 0.2920, 0.1743], [-0.2418, -0.1378, 0.0897], [-0.2994, 0.4251, -0.6466], [-0.3505, -0.5468, 0.0443], [-0.2454, -0.0633, 0.3355], [-0.1593, 0.2922, -0.3001], [-0.3450, 0.0018, -0.2125], [-0.1867, 0.6949, -0.1101], [0.0917, 0.2989, -0.1667], [-0.4138, -0.3280, 0.0024], [-0.2788, -0.7221, 0.0258], [0.4927, 1.1195, -0.5078], [0.8533, -1.0413, 0.7836], [-0.0230, 0.1618, -1.0024], [0.4132, 0.3436, -0.7733], [0.1405, -0.2237, -0.2320], [0.2730, 0.9196, 1.2573], [0.3184, -0.0655, -0.3061], [-0.3851, -0.1884, 1.4343], [-0.1637, -0.8461, 0.1618], [0.0748, -0.5382, 0.3938], [0.2016, 0.6591, -0.4707]], "mulliken_charge": [-0.97, -0.53, -0.31, -0.30, -0.40, -0.41, -0.50, -0.41, 0.92, -0.85, -0.67, -0.46, 0.10, -0.82, -1.49, -0.68, -0.62, -1.24, -0.67, 0.50, 0.38, 0.31, 0.33, 0.24, 0.32, 0.23, 0.24, 0.33, 0.20, 0.31, 0.45, 0.41, 0.23, 0.13, 0.24, 0.31, 0.26, 0.27, 0.44, 0.24, 0.34, 0.09, 0.36, 0.28, 0.22, 0.28, 0.39, 0.33, 0.25, -0.07, 0.06, 0.18, 0.25]}

***

3.
{"formula": "Cl7O28Sr", "method": "ωB97M-V/def2-TZVPD", "gap_ha": 0.2837, "total_charge": -5, "e_tot_ev": -145766.8771, "max_force_ha_per_bohr": 0.0479, "symbols": ["Sr", "Cl", "Cl", "Cl", "Cl", "Cl", "Cl", "Cl", "O", "O", "O", "O", "O", "O", "O", "O", "O", "O", "O", "O", "O", "O", "O", "O", "O", "O", "O", "O", "O", "O", "O", "O", "O", "O", "O", "O"], "coordinates": [[-0.53991, 0.04102, -0.00536], [2.15225, -3.12121, 1.04336], [3.27924, 1.36080, 1.05286], [-1.54876, 3.19693, -2.39472], [-1.58908, -1.00018, 3.60507], [1.29787, -1.06202, -3.70138], [-2.91222, -2.85577, -1.66408], [-0.52518, 3.48359, 2.02358], [-2.06034, -2.11106, -0.74594], [-1.91664, 3.92373, 1.96846], [0.25711, 4.35500, 1.21681], [0.62516, -0.68638, -2.47507], [1.06775, -2.16686, 0.93912], [-1.34411, 2.82388, -3.77238], [-1.92927, -2.33155, 4.05206], [-2.65788, 4.13620, -2.31367], [3.41620, 2.80370, 1.06455], [2.97161, -2.76202, 2.17926], [-2.24729, -0.05063, 4.47620], [-3.95953, -3.50132, -0.89223], [2.25226, 0.98075, 0.09401], [1.24576, -2.48264, -3.95717], [-0.46565, 2.07955, 1.63287], [2.89978, -3.14765, -0.18230], [-2.14780, -3.91145, -2.29249], [0.64042, -0.37974, -4.80009], [4.51110, 0.73854, 0.60488], [-1.88782, 2.02324, -1.59842], [-0.36420, 3.81321, -1.87136], [1.61518, -4.45021, 1.29119], [-3.40197, -1.98130, -2.70388], [-0.17730, -0.74118, 3.63369], [2.94173, 0.93453, 2.38151], [-0.11292, 3.52782, 3.41531], [-2.06056, -0.81349, 2.23574], [2.67502, -0.66582, -3.54000]], "atomic_forces_ev_per_a": [[0.8546, -0.2541, 0.1272], [-0.3439, -0.1252, 0.5528], [-0.1750, 0.0062, -0.3030], [0.0627, 0.4939, 0.1556], [0.4977, 0.9404, 0.0718], [0.1271, 0.2856, 0.3163], [1.2686, -1.0417, -0.2240], [-1.6634, -0.1324, 1.8094], [-0.3277, 0.2538, -0.2367], [0.2920, -0.1949, -0.2527], [0.5835, -0.2117, -0.3325], [-0.6006, -0.4058, 0.2548], [-0.2005, 0.0572, -0.2365], [-0.1826, -0.1097, -0.0009], [0.1487, -0.2107, -0.0817], [-0.0733, -0.1425, -0.1051], [0.2998, -0.0169, -0.2561], [0.2873, -0.0242, -0.3408], [-0.4543, 0.0048, 0.0564], [-0.5110, 0.6939, -0.2464], [-0.4533, 0.0336, 0.3433], [-0.1975, 0.0293, 0.2405], [0.2109, 0.2723, -0.8516], [0.3086, 0.0815, 0.0695], [-0.0092, 0.2136, 0.1101], [0.4672, 0.0372, -0.0606], [0.2247, 0.2890, 0.3199], [0.1692, -0.2699, -0.0016], [-0.0408, -0.0946, -0.0627], [-0.1540, -0.0446, -0.0898], [-0.6261, 0.0273, 0.5688], [-0.2068, -0.5922, 0.0993], [0.0489, -0.2642, -0.0853], [0.3448, 0.3450, -0.3573], [-0.0801, -0.0629, -0.2111], [0.1038, 0.1336, -0.7594]], "mulliken_charge": [2.12, 1.69, 1.62, 1.67, 1.68, 1.69, 1.67, 1.62, -0.68, -0.74, -0.62, -0.57, -0.57, -0.67, -0.72, -0.74, -0.70, -0.69, -0.71, -0.71, -0.58, -0.69, -0.57, -0.67, -0.68, -0.71, -0.71, -0.66, -0.63, -0.73, -0.68, -0.61, -0.65, -0.71, -0.67, -0.69]}

***

4.
{"formula": "C11H19AuN3O6P", "method": "ωB97M-V/def2-TZVPD", "e_above_lowest_kcal_mol": 41.5, "spin_multiplicity": 3, "gap_ha": [0.2215, 0.1830], "total_charge": 2, "e_tot_ev": -41430.2046, "max_force_ha_per_bohr": 0.1004, "symbols": ["Au", "P", "O", "O", "O", "O", "O", "O", "N", "N", "N", "C", "C", "C", "C", "C", "C", "C", "C", "C", "C", "C", "H", "H", "H", "H", "H", "H", "H", "H", "H", "H", "H", "H", "H", "H", "H", "H", "H", "H", "H"], "coordinates": [[-0.02094, -0.60555, -3.96987], [0.00681, 0.16684, 0.85889], [0.56997, 3.21798, -2.07004], [-0.02992, -3.72253, -3.37138], [-3.05689, -0.01837, -3.05609], [0.30366, -0.86030, -8.21036], [2.54861, 0.54291, -2.46826], [0.03225, 0.42173, -0.59934], [0.75175, -1.30378, 1.18443], [0.98195, 1.13273, 1.82574], [-1.51134, 0.33973, 1.46433], [-2.69380, 0.49859, 0.62074], [-2.05201, -0.19091, -3.57262], [1.55915, 0.31924, -2.97558], [0.25599, 4.20861, -2.55270], [0.48931, 2.44945, 2.22948], [2.43813, 1.05781, 1.62990], [0.23784, -1.81144, -7.56575], [0.01591, -2.61884, -3.67806], [0.53356, -2.44457, 0.30930], [-1.78837, 0.15346, 2.87597], [0.95789, -1.68627, 2.56558], [1.78662, -2.39741, 2.62401], [-3.19810, 1.43735, 0.91805], [1.22872, -0.83616, 3.18434], [-3.37562, -0.35353, 0.81113], [0.16582, 3.03414, 1.34882], [2.92304, 1.48195, 2.52905], [-2.44948, -0.70845, 3.00944], [1.33917, -3.17396, 0.46214], [2.74166, 0.00330, 1.48437], [0.04546, 0.91885, -3.38104], [-0.34721, 2.38757, 2.94388], [-2.37591, 0.52810, -0.43207], [0.55411, -2.11686, -0.73131], [-2.33784, 1.01946, 3.25783], [1.32016, 2.98130, 2.70654], [-0.91459, 0.00402, 3.51587], [-0.42709, -2.94582, 0.50769], [2.69956, 1.66775, 0.74938], [0.09202, -2.17811, 3.01761]], "atomic_forces_ev_per_a": [[-0.0436, -1.0232, -0.2845], [2.0801, 2.6625, -0.8378], [-0.5379, 1.7726, -0.8750], [0.1367, 3.5801, -0.7690], [2.6877, -0.1923, -1.2744], [-0.1887, -2.8038, 1.8230], [-1.4604, 0.9141, -0.7919], [-0.3279, -0.4681, 0.1108], [-1.2232, -1.2120, 0.7957], [-1.0386, -0.6889, -0.3189], [0.1396, -0.5470, 0.6622], [-0.0971, -0.2814, -0.1817], [-4.8199, 0.2594, 1.5187], [4.3726, -1.5347, 2.2713], [0.5567, -1.7285, 0.8706], [-0.2325, 0.4568, -0.1857], [-0.0548, 0.0184, 0.1908], [0.1842, 2.8383, -1.7497], [0.0889, -4.4814, 0.0022], [0.0885, -0.1803, -0.6493], [-0.4435, -0.1803, 0.6180], [1.0421, -0.2654, 0.6648], [-0.1209, -0.0785, -0.1471], [0.1828, -0.3956, -0.2343], [-0.1234, 0.1370, -0.1099], [0.2074, 0.4640, -0.1880], [0.1015, -0.0670, 0.3466], [-0.1306, -0.3556, -0.5015], [-0.0294, -0.0071, -0.0446], [-0.1859, 0.1873, 0.0813], [0.0661, 0.6575, -0.0089], [-0.9285, 2.5067, -0.7769], [0.3860, -0.0278, -0.2616], [-0.2702, 0.1017, 0.5155], [-0.0367, 0.0414, 0.1912], [0.0495, 0.0389, -0.0608], [-0.3111, -0.0634, -0.0710], [0.0380, 0.1920, -0.4685], [0.2217, 0.1245, 0.1172], [0.1951, -0.3596, 0.2288], [-0.2203, -0.0114, -0.2180]], "lowdin_spin": [0.31, 0.00, 0.02, 0.00, 0.01, 0.00, 0.04, 0.02, 0.37, 0.08, 0.26, 0.03, 0.12, 0.23, 0.00, 0.01, 0.02, 0.00, 0.01, 0.04, 0.03, 0.04, 0.01, 0.01, 0.00, 0.01, 0.01, 0.00, 0.01, 0.01, 0.00, 0.24, 0.00, 0.00, 0.00, 0.01, 0.00, 0.00, 0.02, 0.01, 0.02]}

***

5.
{"formula": "C6H6BrCl2N", "method": "ωB97M-V/def2-TZVPD", "e_above_lowest_kcal_mol": 51.3, "gap_ha": 0.3185, "total_charge": 0, "smiles": "C=C(Cl)N/C=C\\Br.C#CCl", "e_tot_ev": -102892.0485, "max_force_ha_per_bohr": 0.1668, "symbols": ["Br", "Cl", "Cl", "N", "C", "C", "C", "C", "C", "C", "H", "H", "H", "H", "H", "H"], "coordinates": [[-0.14448, -0.41612, 3.07201], [4.07467, -2.37979, 1.54033], [1.02520, 0.57220, -2.14568], [-0.16429, 0.79873, 0.18425], [1.29167, 0.28131, 2.04386], [-0.40912, 0.73921, -1.11251], [-1.62127, 0.62367, -1.59240], [1.24237, -2.37571, 1.10333], [1.08794, 0.71823, 0.78068], [2.48055, -2.34929, 1.31245], [-1.66889, 0.59701, -2.63082], [0.28137, -2.52604, 0.84898], [1.81041, 1.37761, 0.32613], [-2.39984, 0.60655, -0.90248], [2.24377, -0.00330, 2.34596], [-0.84541, 0.44703, 0.83538]], "atomic_forces_ev_per_a": [[0.0977, 0.1230, 0.0508], [0.9250, 0.1719, 0.2206], [-0.6760, 0.3991, 0.2844], [1.7760, -0.0800, 3.6275], [-1.6345, 0.4707, -1.9278], [0.6585, -0.6952, -1.9539], [1.0469, 0.2753, -0.6324], [8.4786, -0.2263, 1.2669], [-0.4676, 1.1965, 1.4614], [-6.4495, -0.6995, -1.2892], [-0.8759, -0.2740, -1.4803], [-2.6970, -0.2083, -0.5677], [0.7132, -0.7402, -0.3399], [-1.5340, 0.1037, 0.6111], [1.4013, 0.2098, 0.9769], [-0.7629, -0.0266, -0.3083]], "mulliken_charge": [-0.21, -0.18, -0.20, -0.18, -0.99, 0.68, -0.95, -0.20, 0.10, -0.10, 0.29, 0.54, 0.38, 0.33, 0.58, 0.12]}

***

> Number 2 is which compound?

C11H34FN2O5